# 1
Density functional theory data (the ωB97M-V functional and the def2-TZVPD basis) for C7H8Cl2InN2O3STl as an isolated structure at a distorted geometry.

Results
net charge: +4
HOMO energy (alpha / beta): -23.19 / -22.94 eV
gap between HOMO and LUMO (alpha / beta): 5.09 / 4.30 eV
molar mass: 590.33 g mol⁻¹

Last column: natural (NBO) charge in e.
Geometry (Å):
Tl -1.5719 3.7159 -0.4199  1.252
In -0.9050 0.7974 -0.5499  1.090
Cl -3.0257 4.5387 -2.3878  -0.238
Cl -0.8906 0.9032 1.8069  -0.403
C 1.4993 0.3399 -0.3021  0.532
C -3.0913 6.9595 -1.7875  0.694
C -1.4746 8.1400 -0.2802  0.539
O 2.3541 -0.2997 0.1307  -0.277
O -3.7507 7.6290 -2.4831  -0.322
O -1.4629 9.2745 -0.2884  -0.330
S -1.5542 -1.6246 -0.8710  0.465
C -0.4476 -2.7244 -0.0750  0.267
N 0.0715 -3.6827 -0.8634  -0.454
C 1.2182 -4.5213 -0.4672  -0.237
C 1.0395 -4.9312 1.0092  -0.458
C 0.4580 -3.8622 1.9440  -0.245
N -0.1363 -2.7132 1.2312  -0.463
H 0.0039 -3.4592 -1.8375  0.435
H 2.1323 -3.9834 -0.6584  0.256
H 1.2373 -5.3763 -1.1721  0.303
H 2.0068 -5.2307 1.3996  0.293
H 0.4248 -5.8325 1.0814  0.284
H 1.2208 -3.4538 2.5975  0.280
H -0.2881 -4.2879 2.6508  0.295
H -0.7023 -2.0510 1.7593  0.443

---

# 2
Density functional theory data (the ωB97M-V functional and the def2-TZVPD basis) for a 4-piece molecular cluster, C7H8Cl2O5S overall at a distorted geometry.

Results
ΔE to the lowest compared entry with this formula, charge and spin: 0.0 kcal per mole
net charge: -2
HOMO energy: -2.30 eV
gap between HOMO and LUMO: 5.86 eV
molar mass: 275.11 g mol⁻¹

Last column: natural (NBO) charge in e.
Geometry (Å):
C -2.0486 -1.9475 1.3020  -0.449
C -1.4483 -1.6891 0.1602  0.057
C -1.7645 -4.9321 0.1281  1.035
C 1.7406 1.6390 -1.0374  -0.687
C 1.2025 0.1748 0.8252  -0.398
C -0.9834 -1.0843 -0.8906  -0.343
C 0.8546 1.0122 -0.1035  -0.265
O -0.6976 -4.8738 0.5578  -0.508
O -1.5497 1.1599 0.9897  -1.017
O -2.8057 -5.0765 -0.3328  -0.529
O -0.2577 3.1646 0.5296  -1.029
O -1.2994 2.0951 -1.3031  -1.023
S -0.7115 1.8726 0.0395  2.365
Cl 12.6906 -0.3988 0.0859  -1.000
Cl 0.1495 -1.7305 -1.9583  -0.005
H -1.4912 -1.9365 2.2374  0.213
H -3.0545 -2.3118 1.3309  0.201
H 1.5820 2.7912 -0.8963  0.262
H 1.2837 1.5892 -2.0845  0.234
H 2.7846 1.2726 -0.9586  0.213
H 2.1868 -0.3928 0.7856  0.179
H 0.4456 -0.3217 1.3161  0.205
H -1.1777 0.0332 -1.0399  0.290

---

# 3
Density functional theory data (the ωB97M-V functional and the def2-TZVPD basis) for a 2-piece molecular cluster, C7H8ClFN overall at a distorted geometry.

Results
ΔE to the lowest compared entry with this formula, charge and spin: 52.9 kcal per mole
net charge: +1
HOMO energy: -13.57 eV
gap between HOMO and LUMO: 8.34 eV
molar mass: 160.60 g mol⁻¹

Last column: natural (NBO) charge in e.
Geometry (Å):
C 0.5983 0.7672 1.9700  -0.374
C 1.3786 -0.5923 1.8434  -0.041
C 0.0654 1.4593 -0.2704  -0.169
C 0.5838 1.6962 0.9169  0.477
C -0.9614 -0.6802 0.4100  -0.268
C 0.1840 -0.6672 1.4036  0.016
C -0.8759 -0.0640 -1.8216  0.098
N -0.5901 0.2282 -0.6088  -0.204
F 1.2027 2.9208 1.0413  -0.289
Cl 3.3582 -1.0184 -1.3677  -0.318
H 0.3538 1.0461 3.0908  0.267
H 2.2349 -1.1376 2.1202  0.263
H 0.0219 2.1049 -1.0553  0.235
H -0.9738 -1.6688 0.1114  0.259
H -1.8504 -0.2113 0.9548  0.274
H -1.3970 -0.9672 -2.0141  0.229
H -0.6365 0.6633 -2.5608  0.227
H 4.6435 -1.3669 -1.6533  0.320

---

> The highest molar mass belongs to which entry?

C7H8Cl2InN2O3STl

---

> Number 3 is which compound?

C7H8ClFN